Model 1:
{"formula": "C3H39NO16", "method": "ωB97M-V/def2-TZVPD", "elements": ["C", "C", "N", "C", "H", "H", "H", "H", "H", "H", "H", "H", "H", "O", "H", "H", "O", "H", "H", "O", "H", "H", "O", "H", "H", "O", "H", "H", "O", "H", "H", "O", "H", "H", "O", "H", "H", "O", "H", "H", "O", "H", "H", "O", "H", "H", "O", "H", "H", "O", "H", "H", "O", "H", "H", "O", "H", "H", "O"], "positions_angstrom": [[-0.20978, 2.33741, -3.14953], [-1.36929, 1.66032, -2.88152], [-1.32008, 0.54700, -2.01862], [-2.40482, -0.47743, -2.02718], [0.59075, 2.09926, -2.55039], [0.04322, 3.11383, -3.86483], [-2.28138, 1.68602, -3.46985], [-0.64636, 0.52071, -1.31864], [-3.29629, -0.22213, -2.70802], [-1.95247, -1.46686, -2.11005], [-2.83853, -0.53137, -0.96935], [-0.87391, -0.68434, 4.33429], [-0.99488, -0.20820, 2.84555], [-0.47086, -0.79762, 3.43199], [-3.43864, 3.55306, -0.89606], [-3.03731, 2.15454, -1.00040], [-3.69470, 2.70490, -0.57128], [3.26505, -3.78817, -0.40985], [2.18071, -2.94029, 0.40103], [2.75720, -2.97629, -0.39972], [0.17775, -3.27398, 1.69413], [0.41813, -4.41234, 0.49456], [0.43034, -3.48908, 0.71381], [-0.10522, -0.04831, -3.15623], [0.74661, -0.25383, -4.45689], [0.26730, -0.85224, -3.67524], [0.24889, 2.91175, 2.04501], [1.89441, 3.13741, 2.33087], [0.95028, 2.91247, 2.70085], [3.70443, 1.99484, 1.97103], [3.92808, 2.98375, 0.75131], [3.60976, 2.92833, 1.72162], [-3.13428, 0.15761, 1.07644], [-3.58007, 1.70751, 0.85241], [-3.04172, 1.07172, 1.41339], [2.99996, 0.44581, -1.37226], [3.50200, 0.78742, 0.08361], [3.48826, 1.16823, -0.86013], [-1.36920, -1.72052, 1.35141], [-2.58914, -2.53427, 0.87256], [-2.34549, -1.85687, 1.43014], [1.87529, 1.35173, 2.45255], [1.18865, -0.15180, 2.77712], [2.03349, 0.34141, 2.41072], [-0.03162, -2.81070, -1.94918], [-0.53116, -2.67840, -3.38714], [-0.34587, -3.34223, -2.69437], [1.39266, -1.16166, -2.38423], [2.41401, -1.64944, -1.44018], [2.02838, -0.80095, -1.72010], [-1.39689, 3.59573, 1.64152], [-1.37782, 2.48875, 0.59767], [-0.91477, 3.28432, 0.89834], [-0.58744, -2.28363, 3.13513], [-1.29379, -3.79622, 3.01052], [-0.45406, -3.35450, 3.15048], [1.06245, -0.06395, -0.31860], [0.46424, 0.61355, 0.93292], [0.25283, 0.11170, 0.12326]], "nbo_charge": [-0.528, -0.025, -0.698, -0.430, 0.196, 0.220, 0.199, 0.433, 0.218, 0.220, 0.184, 0.520, 0.518, -0.946, 0.489, 0.482, -0.946, 0.484, 0.519, -0.995, 0.503, 0.483, -1.036, 0.513, 0.498, -1.014, 0.488, 0.512, -1.028, 0.484, 0.514, -0.968, 0.494, 0.506, -1.023, 0.505, 0.460, -1.004, 0.491, 0.480, -0.966, 0.497, 0.496, -1.038, 0.468, 0.489, -0.955, 0.511, 0.518, -1.029, 0.479, 0.496, -0.939, 0.500, 0.482, -0.988, 0.510, 0.492, -1.000], "homo_lumo_gap_ev": 8.46, "homo_ev": -8.455, "charge": 0}

---

Model 2:
{"formula": "C3H39NO16", "method": "ωB97M-V/def2-TZVPD", "elements": ["C", "C", "N", "C", "H", "H", "H", "H", "H", "H", "H", "H", "H", "O", "H", "H", "O", "H", "H", "O", "H", "H", "O", "H", "H", "O", "H", "H", "O", "H", "H", "O", "H", "H", "O", "H", "H", "O", "H", "H", "O", "H", "H", "O", "H", "H", "O", "H", "H", "O", "H", "H", "O", "H", "H", "O", "H", "H", "O"], "positions_angstrom": [[-1.12758, 1.01459, -3.43887], [-0.07672, 1.81362, -3.22958], [0.28650, 2.19681, -1.91377], [1.69499, 2.54433, -1.72249], [-1.41588, 0.45541, -2.54550], [-1.44322, 0.75188, -4.42439], [0.53196, 2.08875, -4.09563], [-0.02438, 1.58518, -1.17607], [1.90441, 2.94411, -0.71301], [2.43406, 1.82214, -2.02457], [1.92396, 3.40947, -2.36196], [1.76602, -3.51426, 2.95373], [1.65059, -2.02539, 2.48844], [1.30355, -2.69499, 3.14727], [2.55836, -2.17765, -3.97294], [1.39514, -1.38883, -3.57071], [2.35553, -1.29244, -3.63403], [-1.52150, 0.45223, 0.68026], [-1.93599, 1.48360, 1.89805], [-1.90626, 1.30334, 0.94259], [-2.16306, 1.35565, 4.28894], [-1.14289, 0.45497, 3.51551], [-2.07661, 0.70288, 3.58745], [-0.86828, 3.12862, -0.09487], [-0.46155, 4.64764, -0.22527], [-0.90527, 3.99482, 0.31704], [0.35234, -2.94898, -1.06725], [0.70539, -3.85380, -2.15576], [0.75838, -2.91071, -1.94925], [-2.87800, -2.96900, -0.95802], [-3.14402, -1.61929, -0.32519], [-2.80791, -2.50429, -0.11636], [4.15340, 0.90320, 0.01020], [4.25792, -0.35922, -0.85199], [4.51886, 0.01399, 0.00114], [-4.59697, -0.82066, -1.31846], [-3.71060, 0.41317, -1.75308], [-4.17634, -0.37119, -2.05513], [2.19571, 0.70474, 0.82873], [1.11075, -0.53526, 0.54649], [1.45915, 0.33363, 0.33100], [-1.41615, -3.04433, 1.59829], [0.11226, -3.00338, 1.89934], [-0.55227, -2.97846, 1.17769], [1.01607, 1.81596, 1.32703], [0.05886, 2.72664, 1.79131], [1.03157, 2.66499, 1.83171], [-4.85101, 0.60505, 1.57131], [-3.54639, 0.92244, 0.73824], [-4.48076, 0.56589, 0.68539], [3.54449, -2.76222, 1.66429], [3.45694, -1.37890, 1.04246], [2.90281, -2.13500, 1.31300], [1.63392, 1.09037, 3.42380], [1.74008, -0.36276, 4.08900], [1.28985, 0.18580, 3.43620], [-1.21564, -1.04279, -1.21100], [-0.90890, -1.58407, 0.17911], [-0.74968, -0.81806, -0.39989]], "nbo_charge": [-0.517, 0.023, -0.643, -0.422, 0.168, 0.211, 0.201, 0.392, 0.213, 0.177, 0.189, 0.468, 0.516, -0.978, 0.458, 0.482, -0.941, 0.511, 0.507, -1.019, 0.483, 0.501, -0.963, 0.491, 0.476, -0.967, 0.487, 0.461, -0.949, 0.478, 0.485, -0.964, 0.478, 0.497, -0.959, 0.480, 0.486, -0.959, 0.475, 0.517, -0.972, 0.498, 0.498, -1.001, 0.472, 0.488, -0.983, 0.472, 0.499, -1.013, 0.477, 0.513, -0.972, 0.503, 0.489, -0.992, 0.488, 0.515, -1.010], "homo_lumo_gap_ev": 7.86, "homo_ev": -7.941, "charge": 0}

---

What are the relative energies? In kcal/mol: model 1 19.8; model 2 0.0.

---

Model 1:
{"formula": "C23H31ClN6O", "method": "ωB97M-V/def2-TZVPD", "elements": ["C", "C", "N", "C", "C", "N", "C", "C", "N", "C", "C", "C", "C", "C", "O", "N", "C", "C", "C", "C", "C", "C", "C", "N", "C", "C", "C", "C", "Cl", "C", "N", "H", "H", "H", "H", "H", "H", "H", "H", "H", "H", "H", "H", "H", "H", "H", "H", "H", "H", "H", "H", "H", "H", "H", "H", "H", "H", "H", "H", "H", "H", "H"], "positions_angstrom": [[0.50505, 0.87085, -2.68739], [-0.44801, 1.84073, -2.00113], [-1.77194, 1.28553, -1.83691], [-2.36404, 0.36200, -2.65520], [-3.61399, 0.15034, -2.15667], [-3.80832, 0.92527, -1.06081], [-2.69419, 1.59605, -0.88397], [-2.51683, 2.60548, 0.20217], [-2.85556, 2.04626, 1.50645], [-3.28965, 3.06641, 2.43666], [-1.75325, 1.27636, 2.06558], [-1.36909, 0.12982, 1.20164], [-0.12441, -0.26865, 0.74188], [1.13977, 0.48200, 0.92892], [1.15855, 1.70052, 0.77991], [2.24139, -0.21016, 1.27542], [2.25260, -1.60933, 1.62947], [2.81922, -2.54920, 0.55884], [4.31226, -2.35127, 0.27246], [4.62281, -1.48553, -0.95266], [3.82393, -0.19142, -1.09526], [4.06292, 0.87220, -0.02530], [3.48868, 0.52550, 1.35696], [-0.21985, -1.41341, 0.01818], [-1.49883, -1.74278, 0.03036], [-2.16173, -2.82713, -0.56193], [-3.50879, -2.95890, -0.38518], [-4.21447, -1.99832, 0.37289], [-5.91532, -2.16925, 0.57128], [-3.58023, -0.92998, 0.93485], [-2.24052, -0.82596, 0.77388], [0.48176, -0.09281, -2.18218], [1.51401, 1.27037, -2.63209], [0.25067, 0.72950, -3.73515], [-0.51749, 2.77039, -2.58078], [-0.04697, 2.08118, -1.01296], [-1.86850, -0.06200, -3.50183], [-4.38293, -0.50530, -2.51304], [-1.49412, 3.01260, 0.19175], [-3.21297, 3.42593, 0.00459], [-2.51008, 3.81548, 2.64539], [-4.16353, 3.57003, 2.02758], [-3.57411, 2.59399, 3.37657], [-2.08138, 0.89797, 3.04256], [-0.85379, 1.89781, 2.21945], [2.84095, -1.71765, 2.54898], [1.22874, -1.91686, 1.84490], [2.23050, -2.44022, -0.35115], [2.65875, -3.56353, 0.92938], [4.80049, -1.93890, 1.15620], [4.76940, -3.32820, 0.09604], [5.69022, -1.25005, -0.94732], [4.42687, -2.08292, -1.84718], [2.75955, -0.42258, -1.12895], [4.08859, 0.24759, -2.06114], [5.13129, 1.06987, 0.07927], [3.58107, 1.79103, -0.36409], [3.29627, 1.46080, 1.89371], [4.19409, -0.06576, 1.93898], [-1.58719, -3.52881, -1.14274], [-4.04981, -3.78137, -0.82383], [-4.07850, -0.14163, 1.47367]], "nbo_charge": [-0.624, -0.228, -0.341, -0.114, -0.092, -0.483, 0.343, -0.273, -0.430, -0.405, -0.276, 0.172, 0.005, 0.663, -0.660, -0.425, -0.203, -0.411, -0.409, -0.395, -0.397, -0.417, -0.218, -0.489, 0.324, -0.209, -0.212, -0.090, 0.021, 0.029, -0.326, 0.229, 0.222, 0.204, 0.192, 0.250, 0.218, 0.206, 0.196, 0.224, 0.165, 0.206, 0.199, 0.206, 0.214, 0.188, 0.227, 0.224, 0.210, 0.188, 0.210, 0.199, 0.201, 0.204, 0.209, 0.203, 0.221, 0.225, 0.197, 0.236, 0.232, 0.263], "homo_lumo_gap_ev": 8.52, "homo_ev": -7.968, "charge": 0, "smiles": "CCn1ccnc1CN(C)Cc1c(C(=O)N2CCCCCCC2)nc2ccc(Cl)cn12"}

---

Model 2:
{"formula": "C23H31ClN6O", "method": "ωB97M-V/def2-TZVPD", "elements": ["C", "C", "N", "C", "C", "N", "C", "C", "N", "C", "C", "C", "C", "C", "O", "N", "C", "C", "C", "C", "C", "C", "C", "N", "C", "C", "C", "C", "Cl", "C", "N", "H", "H", "H", "H", "H", "H", "H", "H", "H", "H", "H", "H", "H", "H", "H", "H", "H", "H", "H", "H", "H", "H", "H", "H", "H", "H", "H", "H", "H", "H", "H"], "positions_angstrom": [[2.39607, -1.70758, -1.97277], [3.31363, -0.64690, -1.36741], [3.53839, 0.45370, -2.26612], [4.59669, 0.60224, -3.11776], [4.39531, 1.78171, -3.77197], [3.24173, 2.35536, -3.34297], [2.74149, 1.54055, -2.44692], [1.46662, 1.75482, -1.71131], [1.71130, 2.00449, -0.28917], [2.18698, 3.35814, -0.08653], [0.53075, 1.68847, 0.51198], [0.52136, 0.23574, 0.84933], [-0.31674, -0.80709, 0.48460], [-1.39330, -0.72769, -0.53751], [-1.16854, -0.13722, -1.58819], [-2.57201, -1.31347, -0.26397], [-2.85799, -1.95581, 1.00183], [-3.04457, -0.96434, 2.15701], [-4.21405, 0.01230, 2.01609], [-4.07952, 0.97963, 0.83059], [-4.97586, 0.64925, -0.36742], [-4.95846, -0.80697, -0.82877], [-3.59470, -1.31148, -1.29182], [0.06584, -1.96552, 1.07412], [1.12822, -1.67564, 1.79786], [1.93229, -2.49703, 2.60089], [3.00257, -1.95437, 3.25182], [3.28835, -0.57843, 3.10066], [4.65580, 0.09578, 3.91023], [2.50978, 0.22602, 2.32214], [1.44134, -0.31797, 1.69182], [2.25862, -2.52276, -1.26632], [2.82695, -2.10401, -2.88954], [1.42099, -1.28628, -2.20398], [4.28354, -1.09023, -1.12151], [2.87236, -0.24486, -0.45402], [5.38429, -0.12138, -3.17593], [5.00154, 2.25467, -4.51827], [0.94678, 2.60275, -2.18066], [0.82577, 0.87519, -1.80215], [2.50221, 3.49061, 0.94934], [3.04428, 3.51863, -0.73749], [1.42588, 4.11540, -0.32480], [-0.40410, 1.94412, -0.00705], [0.57395, 2.26618, 1.44238], [-3.75827, -2.55805, 0.87607], [-2.02989, -2.62420, 1.25197], [-2.12204, -0.39088, 2.27286], [-3.18347, -1.54934, 3.06921], [-5.15219, -0.53986, 1.94337], [-4.26057, 0.58967, 2.94237], [-4.34513, 1.98764, 1.15849], [-3.03855, 1.01954, 0.51108], [-4.67838, 1.28800, -1.20172], [-6.00819, 0.90250, -0.11054], [-5.34598, -1.44944, -0.03714], [-5.64006, -0.90343, -1.67719], [-3.21765, -0.67942, -2.09936], [-3.70675, -2.33426, -1.67519], [1.68246, -3.54152, 2.67956], [3.64114, -2.55736, 3.87578], [2.71169, 1.27165, 2.16001]], "nbo_charge": [-0.619, -0.212, -0.341, -0.107, -0.099, -0.470, 0.341, -0.288, -0.451, -0.414, -0.272, 0.163, 0.024, 0.661, -0.646, -0.423, -0.236, -0.398, -0.410, -0.393, -0.396, -0.410, -0.225, -0.473, 0.312, -0.203, -0.225, -0.077, 0.025, -0.015, -0.310, 0.215, 0.210, 0.223, 0.204, 0.220, 0.211, 0.204, 0.205, 0.253, 0.187, 0.224, 0.169, 0.216, 0.208, 0.202, 0.246, 0.199, 0.211, 0.194, 0.211, 0.207, 0.195, 0.207, 0.201, 0.192, 0.219, 0.245, 0.193, 0.241, 0.236, 0.239], "homo_lumo_gap_ev": 8.41, "homo_ev": -8.241, "charge": 0, "smiles": "CCn1ccnc1CN(C)Cc1c(C(=O)N2CCCCCCC2)nc2ccc(Cl)cn12"}

---

What are the relative energies? In kcal/mol: model 1 0.0; model 2 2.3.

---

Model 1:
{"formula": "C5H5NO2", "method": "ωB97M-V/def2-TZVPD", "elements": ["C", "C", "C", "C", "C", "H", "H", "H", "H", "H", "N", "O", "O"], "positions_angstrom": [[-0.96956, -0.42375, -0.07076], [-0.86290, 0.75561, -0.05392], [0.24098, 1.45807, -0.00386], [1.43438, 0.77777, 0.00072], [1.44869, -0.64561, 0.08529], [-3.16297, -0.59177, 0.05160], [-1.93489, 1.09817, -0.01747], [0.44882, 2.83920, -0.05306], [2.62950, 1.19062, 0.17006], [0.12655, -2.50608, -0.08940], [0.24156, -1.22991, 0.01717], [-2.06924, -1.28879, 0.03066], [2.42907, -1.43353, -0.06703]], "nbo_charge": [0.532, -0.432, -0.110, -0.306, 0.549, 0.483, 0.218, 0.240, 0.255, 0.461, -0.571, -0.659, -0.660], "homo_lumo_gap_ev": 8.23, "homo_ev": -8.686, "charge": 0}

---

Model 2:
{"formula": "C5H5NO2", "method": "ωB97M-V/def2-TZVPD", "elements": ["C", "C", "C", "C", "C", "H", "H", "H", "H", "H", "N", "O", "O"], "positions_angstrom": [[1.27312, -0.19863, 0.02308], [0.25516, 0.14438, -1.04407], [0.38558, 0.64640, 0.88359], [-0.98329, -0.44159, 0.85822], [-0.78378, -0.84273, -0.61966], [0.30922, 0.49619, -2.19018], [0.80454, 1.80494, -0.45975], [0.68265, 1.00398, 1.94822], [-1.21498, -1.05052, 1.85142], [-1.09257, -1.82303, -0.90783], [0.03203, 1.43817, -0.28632], [2.27605, -0.92221, 0.04722], [-1.94373, -0.25535, -0.10393]], "nbo_charge": [0.554, -0.216, -0.198, 0.072, 0.006, 0.241, 0.324, 0.235, 0.219, 0.234, -0.512, -0.505, -0.452], "homo_lumo_gap_ev": 10.68, "homo_ev": -9.904, "charge": 0}

---

Model 3:
{"formula": "C5H5NO2", "method": "ωB97M-V/def2-TZVPD", "elements": ["C", "C", "C", "O", "N", "C", "C", "O", "H", "H", "H", "H", "H"], "positions_angstrom": [[1.56521, 0.04390, -0.55482], [0.98637, 1.18350, -0.16726], [-0.27131, 0.76297, 0.52873], [-1.41339, 1.11405, -0.17634], [-2.08732, -0.09194, -0.57109], [-1.33921, -1.02877, -0.30816], [-0.19898, -0.73206, 0.54435], [1.02353, -1.11338, -0.08750], [2.53150, -0.06943, -1.12391], [1.09763, 2.23534, -0.59852], [-0.41273, 1.15611, 1.56185], [-1.43359, -2.14298, -0.58584], [-0.04771, -1.31730, 1.53851]], "nbo_charge": [0.155, -0.345, 0.001, -0.369, -0.059, 0.000, -0.005, -0.486, 0.211, 0.248, 0.200, 0.222, 0.227], "homo_lumo_gap_ev": 9.99, "homo_ev": -9.270, "charge": 0, "smiles": "C1=C[C@H]2ON=C[C@H]2O1"}

---

What are the relative energies? In kcal/mol: model 1 58.1; model 2 52.2; model 3 0.0.

---

Model 1:
{"formula": "HNO4S", "method": "ωB97M-V/def2-TZVPD", "elements": ["N", "O", "O", "O", "O", "S", "H"], "positions_angstrom": [[-1.32250, -0.23247, -0.14757], [2.19120, -0.15977, -0.99536], [1.01068, 0.94838, 0.86795], [-0.75295, -1.29556, 0.10991], [-2.47596, -0.08277, -0.58569], [2.15387, 0.12638, 0.43027], [-0.80434, 0.69582, 0.32048]], "nbo_charge": [0.359, -0.782, -0.860, -0.383, -0.357, 1.659, 0.364], "homo_lumo_gap_ev": 9.38, "homo_ev": -11.391, "charge": 0}

---

Model 2:
{"formula": "HNO4S", "method": "ωB97M-V/def2-TZVPD", "elements": ["N", "O", "O", "O", "O", "S", "H"], "positions_angstrom": [[1.16555, 0.10598, 0.73113], [-2.12054, -0.30128, 0.20845], [-0.64213, -0.00329, -1.67455], [0.25774, 1.15901, 0.48447], [0.33682, -0.96862, 0.46144], [-0.81303, -0.02997, -0.25629], [1.81559, 0.03818, 0.04536]], "nbo_charge": [-0.026, -0.815, -0.863, -0.497, -0.530, 2.404, 0.328], "homo_lumo_gap_ev": 11.09, "homo_ev": -10.977, "charge": 0}

---

What are the relative energies? In kcal/mol: model 1 0.0; model 2 29.4.